{
  "formula": "C3H6BNO3",
  "method": "wB97M-V/def2-TZVPD",
  "elements": ["B", "C", "C", "C", "N", "O", "O", "O", "H", "H", "H", "H", "H", "H"],
  "coordinates": [[0.128040, 0.120988, -0.200014], [2.963646, 0.421060, 0.134106], [-1.881474, -0.829262, -0.460565], [-1.820306, 0.171971, 0.868777], [1.975605, 0.603263, -0.745888], [2.933254, 0.128660, 1.307111], [-0.549309, -0.689627, -1.023623], [-0.524104, 0.699684, 0.769056], [3.877234, 0.673851, -0.412485], [-2.130887, -1.966669, -0.077066], [-2.626808, -0.442286, -1.213286], [-2.714967, 0.931138, 0.921977], [-2.000141, -0.434860, 1.827014], [2.370219, 0.612087, -1.695120]],
  "forces_ev_per_a": [[4.6, 0.7, -2.9], [0.4, 0.4, 0.0], [-1.1, -0.5, 1.8], [-2.9, -1.7, -0.2], [-4.3, -1.2, 0.9], [-0.4, -0.1, 0.1], [-0.7, -0.9, 0.2], [-0.2, 1.5, 2.1], [1.0, -0.1, 0.3], [0.8, 2.9, -1.4], [0.8, -0.8, 0.8], [2.2, -0.9, -0.6], [0.9, 0.8, -1.3], [-1.1, 0.0, 0.4]],
  "lowdin_charge": [-0.4581, -0.5042, -0.0782, -0.1149, 0.1201, 0.0118, 0.0976, 0.1413, 0.1146, 0.1703, 0.1253, 0.1504, 0.1352, 0.0886],
  "orbital_gap_ev": 9.95,
  "mol_weight_da": 114.9,
  "total_charge": 0,
  "homo_energy_ev": -9.424
}